182
Properties=species:S:1:pos:R:3:lowdin_charge:R:1 method="wB97M-V/def2-TZVPD" e_tot_ha=-5678.091154 e_above_lowest_ev=3.704 largest_force_ev_per_a=3.4 charge=0
C 4.8749 -1.3399 -0.7313 -0.064
C 3.5328 -1.4145 -0.3502 -0.038
C 3.1128 -2.6081 0.1677 -0.022
C 3.8909 -3.7410 0.1532 -0.183
C 5.2348 -3.6975 -0.2509 0.034
C 5.6849 -2.4662 -0.8126 -0.039
N 3.4104 -4.9074 0.8168 -0.364
O 2.5344 -4.7964 1.6541 0.075
O 3.9594 -5.9673 0.5565 0.065
H 5.2232 -0.4585 -1.2379 0.071
H 2.8684 -0.5260 -0.3652 0.113
H 2.1481 -2.7612 0.6349 0.117
H 5.8643 -4.6724 -0.1413 0.154
H 6.6652 -2.4118 -1.2184 0.090
C -0.3694 -2.5972 3.9269 -0.040
C 0.8041 -2.0026 4.3429 -0.066
C 1.2402 -2.2790 5.6280 0.011
C 0.4319 -3.0935 6.4359 -0.168
C -0.6770 -3.7324 6.0213 -0.022
C -1.1357 -3.4544 4.7608 -0.034
N 0.9599 -3.4800 7.7346 -0.352
O 0.2679 -4.0467 8.5738 0.057
O 2.0875 -3.1542 7.9750 0.080
H -0.7240 -2.4705 2.9097 0.086
H 1.4178 -1.3881 3.7452 0.079
H 2.1550 -1.8801 5.9966 0.104
H -1.3309 -4.1676 6.8360 0.150
H -2.0064 -3.9429 4.4065 0.096
C 4.6049 2.4559 -0.9885 -0.055
C 5.4583 2.0090 -1.9976 -0.068
C 6.6348 1.3460 -1.6491 -0.041
C 6.8979 0.9951 -0.3471 -0.197
C 6.0921 1.4120 0.6454 0.007
C 4.9670 2.2139 0.3280 -0.010
N 8.1574 0.2583 -0.1007 -0.362
O 8.7549 -0.3765 -0.9112 0.096
O 8.5947 0.4781 0.9942 0.089
H 3.7319 2.9010 -1.4008 0.090
H 5.2394 2.0781 -3.0772 0.118
H 7.2210 0.9158 -2.4601 0.126
H 6.3252 1.2129 1.6510 0.092
H 4.3455 2.4426 1.2032 0.091
C 1.3857 -0.1749 9.5410 -0.076
C 0.0286 -0.2397 9.3467 -0.066
C -0.4727 0.0452 8.1110 -0.017
C 0.3913 0.4712 7.1162 -0.117
C 1.7710 0.5029 7.3291 -0.022
C 2.2648 0.2703 8.5841 -0.058
N -0.1437 0.6120 5.7002 -0.294
O -1.3587 0.4789 5.5165 0.064
O 0.6548 0.8881 4.8194 0.036
H 1.7410 -0.3681 10.5189 0.104
H -0.6408 -0.5315 10.2095 0.140
H -1.5157 0.0172 7.8339 0.121
H 2.5156 0.7735 6.5881 0.116
H 3.3101 0.4176 8.7877 0.117
C -6.7600 0.4306 -6.0281 -0.055
C -6.9763 -0.8450 -5.4601 -0.078
C -6.6850 -1.1564 -4.1559 0.004
C -6.1441 -0.0821 -3.4076 -0.140
C -5.8068 1.1748 -3.9666 -0.006
C -6.1066 1.4304 -5.3040 -0.064
N -5.8041 -0.2662 -2.0281 -0.331
O -5.7336 -1.4262 -1.5636 0.064
O -5.6962 0.7001 -1.3233 0.063
H -7.1165 0.6667 -7.0066 0.098
H -7.6145 -1.5431 -6.0062 0.110
H -6.9977 -2.0800 -3.6464 0.131
H -5.3147 1.9315 -3.3776 0.100
H -5.9558 2.4266 -5.7183 0.114
C -2.0820 3.7704 2.9109 -0.063
C -1.9767 4.4806 1.7444 -0.061
C -0.6895 4.9813 1.4084 0.009
C 0.3413 4.7766 2.3334 -0.100
C 0.2120 4.0569 3.5428 -0.015
C -1.0489 3.6902 3.8711 -0.050
N 1.7798 5.2624 1.9538 -0.336
O 2.5654 5.1309 2.8427 0.047
O 2.0192 5.6315 0.8204 0.074
H -2.9430 3.1327 3.0590 0.103
H -2.7687 4.4320 1.0382 0.083
H -0.4172 5.4246 0.4177 0.131
H 1.0812 3.9101 4.1527 0.105
H -1.2734 3.1022 4.7306 0.094
C -0.2166 -6.4455 -2.1148 -0.068
C -1.5371 -6.4763 -2.4420 -0.073
C -2.3846 -5.8471 -1.5257 0.001
C -1.8861 -5.1136 -0.4519 -0.156
C -0.5054 -5.0402 -0.2345 -0.012
C 0.3235 -5.6832 -1.0580 -0.045
N -2.6814 -4.4364 0.5275 -0.301
O -2.0722 -3.8182 1.3970 0.049
O -3.9399 -4.4055 0.3786 0.060
H 0.4484 -7.0203 -2.7568 0.113
H -1.9001 -6.8944 -3.3769 0.115
H -3.4486 -5.7900 -1.7698 0.123
H -0.2149 -4.4838 0.5978 0.097
H 1.3869 -5.7666 -0.8705 0.104
C 4.9219 3.1521 3.9057 -0.072
C 6.1390 2.5177 4.2479 -0.040
C 6.1321 1.1356 4.3703 -0.017
C 4.9633 0.4633 4.0938 -0.160
C 3.7565 1.0480 3.6554 0.014
C 3.8015 2.4383 3.6246 -0.103
N 4.9902 -0.9757 4.2337 -0.342
O 5.8967 -1.4681 4.8624 0.093
O 4.0976 -1.6383 3.7009 0.057
H 4.9354 4.2202 3.6817 0.112
H 7.0029 3.1463 4.3885 0.108
H 7.0277 0.6535 4.7197 0.122
H 2.9783 0.3661 3.3631 0.081
H 2.9435 3.0568 3.2606 0.090
C -0.4686 -0.0161 -8.4472 -0.083
C -0.6820 -0.9668 -7.4795 -0.063
C -1.3134 -0.6303 -6.2729 0.035
C -1.6465 0.7262 -6.0684 -0.131
C -1.4089 1.6878 -7.0148 -0.026
C -0.8762 1.2893 -8.2553 -0.063
N -2.4257 1.1340 -4.8419 -0.287
O -2.9740 2.2547 -4.8108 0.034
O -2.3821 0.3901 -3.8573 0.067
H -0.0318 -0.2554 -9.3694 0.103
H -0.3103 -1.9511 -7.6392 0.101
H -1.5510 -1.4692 -5.5726 0.099
H -1.7387 2.7228 -6.7636 0.136
H -0.6477 1.9821 -9.0328 0.107
C 1.0596 2.7227 -4.3200 -0.062
C 1.2139 2.7990 -5.7193 -0.075
C 1.7089 1.7059 -6.4550 -0.001
C 1.9258 0.5620 -5.6903 -0.153
C 1.7189 0.4559 -4.3226 -0.021
C 1.3573 1.5528 -3.5728 -0.046
N 2.3023 -0.6785 -6.4002 -0.319
O 2.4744 -0.5820 -7.5874 0.071
O 2.5125 -1.7645 -5.7886 0.037
H 0.8415 3.6760 -3.8205 0.112
H 0.8988 3.7575 -6.1439 0.113
H 1.7174 1.6210 -7.5552 0.123
H 1.9846 -0.4629 -3.7881 0.115
H 1.0561 1.5089 -2.4691 0.119
C -3.1986 0.7309 1.2909 -0.052
C -2.7464 1.3330 0.1570 -0.089
C -1.4389 1.6393 -0.0268 -0.011
C -0.5755 1.1971 0.9468 -0.126
C -0.9626 0.5265 2.0973 -0.005
C -2.3073 0.2615 2.2611 -0.040
N 0.8744 1.5557 0.8712 -0.280
O 1.3346 2.2497 -0.0341 0.036
O 1.6621 1.0195 1.6469 0.037
H -4.2883 0.5771 1.4221 0.127
H -3.4661 1.7507 -0.4806 0.085
H -1.0478 2.0875 -0.9044 0.111
H -0.1844 0.3192 2.8400 0.088
H -2.6288 -0.3433 3.1160 0.116
C -1.9771 -4.0878 -5.5446 -0.052
C -2.9153 -3.7146 -4.5947 -0.076
C -2.5344 -3.0642 -3.4790 -0.025
C -1.2121 -2.7714 -3.3073 -0.186
C -0.2130 -3.1079 -4.1727 -0.008
C -0.5930 -3.8030 -5.3262 -0.050
N -0.8301 -2.0446 -2.0986 -0.265
O -1.7579 -1.8701 -1.2507 0.056
O 0.3600 -1.7229 -1.9599 0.053
H -2.3505 -4.5841 -6.4433 0.112
H -3.9275 -3.9276 -4.8771 0.111
H -3.2230 -2.6630 -2.8124 0.105
H 0.8184 -2.8159 -3.9466 0.121
H 0.1450 -4.0560 -6.0446 0.097
C -5.5460 5.0642 -0.9336 -0.068
C -5.1298 5.7854 0.1759 -0.090
C -5.3376 5.3312 1.4285 -0.030
C -5.9949 4.1061 1.5868 -0.155
C -6.3066 3.2868 0.5195 0.009
C -6.1048 3.8389 -0.7373 -0.079
N -6.1636 3.6275 2.9328 -0.360
O -5.5048 4.1396 3.7945 0.086
O -6.9468 2.6973 3.0848 0.079
H -5.3061 5.3956 -1.9214 0.105
H -4.6804 6.7945 0.0422 0.128
H -5.0451 5.8487 2.3296 0.125
H -6.8366 2.3618 0.7045 0.122
H -6.3557 3.1932 -1.5964 0.101

***

291
Properties=species:S:1:pos:R:3:lowdin_charge:R:1 method="wB97M-V/def2-TZVPD" e_tot_ha=-7693.230236 e_above_lowest_ev=0.000 largest_force_ev_per_a=6.6 charge=+6
C 0.1960 -2.8133 -3.8455 -0.725
F -1.0601 -2.8875 -3.9617 0.200
F 0.7818 -3.8610 -4.3995 0.148
F 0.4892 -1.6996 -4.5323 0.113
S 0.6066 -2.5714 -1.9512 0.663
O -0.2132 -1.4476 -1.4209 -0.322
O 0.1264 -3.7771 -1.3416 -0.324
N 2.3250 -2.3551 -2.0035 -0.310
S 2.6124 -2.4214 -0.4490 0.552
O 2.1899 -1.1784 0.2391 -0.335
O 2.3291 -3.6623 0.2805 -0.316
C 4.4741 -2.3822 -0.4576 -0.677
F 4.8641 -2.5461 0.8128 0.124
F 4.9112 -3.4351 -1.1516 0.104
F 5.0062 -1.3188 -1.0863 0.108
C -3.1021 -4.5701 4.2994 -0.106
C -4.4601 -3.9117 4.3216 -0.268
C -4.8685 -2.9074 3.2209 -0.249
C -6.1994 -2.1550 3.4741 -0.205
P -7.7321 -3.0640 2.7252 1.056
C -9.2052 -1.8800 3.0879 -0.249
C -10.6219 -2.4203 2.9610 -0.251
C -11.5206 -1.2802 3.3298 -0.242
C -11.4646 -0.1414 2.2534 -0.089
C -7.5614 -3.1781 0.9790 -0.264
C -7.1429 -1.7860 0.2433 -0.190
C -8.0985 -1.5279 -0.9021 -0.319
C -9.4915 -1.1412 -0.6012 -0.102
C -8.0180 -4.6077 3.5917 -0.281
C -8.3406 -4.5467 5.1077 -0.232
C -7.8493 -5.7699 5.9042 -0.233
C -8.5785 -7.1053 5.4906 -0.081
H -2.7771 -5.0551 5.2199 0.077
H -2.3337 -3.7971 4.3147 0.073
H -2.9675 -5.2292 3.4418 0.080
H -4.4998 -3.3437 5.2510 0.110
H -5.1872 -4.7172 4.4254 0.081
H -4.6941 -3.2760 2.2100 0.106
H -4.1170 -2.1258 3.1091 0.111
H -6.0897 -1.1155 3.1649 0.093
H -6.2376 -2.2829 4.5558 0.074
H -9.0188 -0.9532 2.5452 0.071
H -9.0683 -1.5667 4.1228 0.096
H -10.7979 -3.2119 3.6893 0.105
H -10.6974 -2.8939 1.9822 0.108
H -11.3268 -0.8160 4.2968 0.114
H -12.5514 -1.5797 3.5194 0.115
H -10.5430 0.4317 2.3549 0.060
H -12.3108 0.5166 2.4514 0.077
H -11.6136 -0.4538 1.2199 0.066
H -8.4586 -3.5396 0.4766 0.092
H -6.9442 -4.0384 0.7202 0.098
H -6.1342 -1.8814 -0.1586 0.109
H -7.1039 -0.8753 0.8409 0.100
H -8.0634 -2.4137 -1.5363 0.116
H -7.6788 -0.7804 -1.5753 0.118
H -9.9536 -2.0235 -0.1583 0.065
H -9.9760 -1.0230 -1.5704 0.096
H -9.4552 -0.2530 0.0296 0.082
H -7.0981 -5.1767 3.4569 0.087
H -8.7405 -5.2114 3.0425 0.108
H -9.3817 -4.3736 5.3803 0.115
H -7.7866 -3.6832 5.4758 0.089
H -7.9441 -5.5046 6.9572 0.108
H -6.7673 -5.8984 5.8745 0.091
H -8.2922 -7.4757 4.5063 0.064
H -9.6666 -7.0672 5.5441 0.076
H -8.3251 -7.9542 6.1255 0.072
C -8.0506 -5.5847 -7.3088 -0.111
C -6.8639 -4.7399 -7.6966 -0.257
C -5.8611 -5.5336 -8.6183 -0.180
C -6.2567 -5.7277 -10.1825 -0.236
P -6.5009 -4.2748 -11.2973 1.041
C -4.9827 -3.2727 -11.0366 -0.275
C -4.8413 -1.9534 -11.8331 -0.247
C -3.5633 -1.2582 -11.5260 -0.296
C -3.0325 -0.3718 -12.6183 -0.101
C -6.6881 -4.8497 -13.0804 -0.229
C -7.9510 -5.7249 -13.4587 -0.213
C -8.2336 -5.7595 -14.9595 -0.290
C -7.3035 -6.5592 -15.7524 -0.110
C -7.9699 -3.2028 -10.8002 -0.230
C -8.6908 -2.3488 -11.9419 -0.217
C -9.9213 -1.5227 -11.4457 -0.269
C -10.4286 -0.6522 -12.5290 -0.118
H -7.7769 -6.3005 -6.5337 0.076
H -8.3651 -6.1834 -8.1637 0.069
H -8.8944 -4.9927 -6.9545 0.077
H -6.3285 -4.3153 -6.8474 0.104
H -7.2556 -3.8590 -8.2053 0.073
H -5.5395 -6.5124 -8.2624 0.111
H -4.9439 -4.9452 -8.6422 0.080
H -7.1768 -6.3103 -10.2294 0.081
H -5.3988 -6.1984 -10.6625 0.093
H -4.2149 -3.9914 -11.3229 0.100
H -4.7993 -3.1399 -9.9704 0.096
H -5.7311 -1.4481 -11.4574 0.099
H -5.0836 -2.0416 -12.8922 0.116
H -2.7218 -1.9422 -11.4158 0.115
H -3.6496 -0.8032 -10.5393 0.118
H -2.6379 -0.9583 -13.4480 0.091
H -2.3060 0.2611 -12.1086 0.079
H -3.8060 0.3301 -12.9299 0.078
H -5.7680 -5.3875 -13.3089 0.093
H -6.6253 -3.8651 -13.5437 0.082
H -8.7255 -5.2526 -12.8544 0.084
H -7.8639 -6.7298 -13.0455 0.115
H -8.2180 -4.7302 -15.3178 0.112
H -9.2661 -6.0710 -15.1181 0.121
H -7.4604 -6.3264 -16.8057 0.091
H -7.5203 -7.6192 -15.6205 0.088
H -6.2601 -6.4180 -15.4703 0.078
H -7.6577 -2.6443 -9.9177 0.081
H -8.6240 -4.0608 -10.6452 0.077
H -8.8214 -3.0009 -12.8055 0.094
H -8.0639 -1.5695 -12.3753 0.093
H -9.7367 -1.0378 -10.4870 0.112
H -10.6202 -2.3041 -11.1473 0.109
H -9.6933 0.0645 -12.8947 0.082
H -11.2381 -0.0144 -12.1739 0.081
H -10.9112 -1.1569 -13.3659 0.088
C 1.7405 7.8965 12.2445 -0.095
C 1.0353 6.5843 11.9098 -0.302
C 0.1466 6.6152 10.7304 -0.241
C -0.7738 5.3457 10.7437 -0.261
P -1.9568 5.0651 9.3518 1.075
C -2.8322 3.3738 9.6635 -0.190
C -1.8484 2.0934 9.6256 -0.218
C -1.3817 1.7264 11.0344 -0.287
C -2.4137 0.8724 11.8161 -0.083
C -3.1837 6.4401 9.2906 -0.257
C -4.0652 6.4618 10.5835 -0.215
C -4.8762 7.7988 10.7471 -0.230
C -4.3029 8.8966 11.6830 -0.098
C -0.9857 4.9942 7.7696 -0.282
C -1.7914 4.6333 6.5742 -0.302
C -1.0250 4.5591 5.2693 -0.237
C -1.9976 4.3183 4.0835 -0.096
H 1.0495 8.7321 12.3559 0.083
H 2.3358 8.1952 11.3816 0.070
H 2.4611 7.7473 13.0486 0.084
H 0.4703 6.3875 12.8209 0.117
H 1.8135 5.8214 11.8877 0.115
H 0.6655 6.8122 9.7923 0.113
H -0.5251 7.4554 10.9072 0.112
H -1.3767 5.3697 11.6515 0.092
H -0.1469 4.4591 10.8374 0.087
H -3.6683 3.2926 8.9690 0.085
H -3.3583 3.4678 10.6135 0.080
H -0.9781 2.1064 8.9694 0.093
H -2.3526 1.2235 9.2048 0.101
H -1.2790 2.6147 11.6578 0.086
H -0.4693 1.1301 11.0284 0.107
H -2.0798 0.3751 12.7268 0.083
H -2.5881 0.1582 11.0114 0.068
H -3.2736 1.4976 12.0565 0.073
H -3.7933 6.2303 8.4117 0.093
H -2.6089 7.3617 9.1987 0.101
H -3.3887 6.3520 11.4311 0.092
H -4.7458 5.6180 10.4704 0.102
H -5.8991 7.5388 11.0197 0.106
H -5.0376 8.3084 9.7972 0.102
H -4.9979 9.7284 11.7984 0.076
H -3.4320 9.4031 11.2669 0.068
H -4.2181 8.5944 12.7268 0.075
H -0.2591 4.2057 7.9660 0.093
H -0.3830 5.8995 7.6975 0.100
H -2.6643 5.2646 6.4074 0.117
H -2.2241 3.6757 6.8634 0.105
H -0.1848 3.8657 5.3075 0.112
H -0.6651 5.5844 5.1829 0.109
H -2.7701 3.5853 4.3158 0.069
H -1.5128 3.9399 3.1836 0.071
H -2.5478 5.2023 3.7614 0.077
C 10.8507 5.0099 0.1578 -0.097
C 9.3802 4.7736 -0.2038 -0.243
C 8.4896 6.0220 -0.1444 -0.265
C 8.1608 6.3411 1.2940 -0.245
P 7.1499 7.8830 1.4846 1.054
C 7.4624 8.5673 3.1399 -0.305
C 8.8989 8.7337 3.4869 -0.271
C 9.0911 9.7269 4.5971 -0.234
C 8.5516 9.1412 5.9477 -0.089
C 7.7491 9.0922 0.2882 -0.282
C 6.9576 10.3887 0.2058 -0.264
C 7.4473 11.3426 -0.8775 -0.233
C 6.4997 12.5616 -1.1504 -0.082
C 5.3357 7.6460 1.1836 -0.242
C 4.9810 6.9917 -0.1371 -0.261
C 4.7773 5.4692 -0.0950 -0.248
C 4.4215 4.8651 -1.5106 -0.079
H 11.3088 5.9274 -0.2116 0.082
H 11.4803 4.1764 -0.1537 0.073
H 11.0114 4.9814 1.2356 0.067
H 8.9175 4.0941 0.5119 0.105
H 9.3075 4.4240 -1.2337 0.110
H 7.5622 5.8478 -0.6899 0.096
H 9.0281 6.8524 -0.6011 0.110
H 9.0871 6.5394 1.8331 0.091
H 7.5754 5.5508 1.7638 0.101
H 6.8244 7.9793 3.7997 0.096
H 6.9598 9.5300 3.2337 0.106
H 9.3346 9.0164 2.5286 0.106
H 9.3219 7.7885 3.8269 0.116
H 8.4178 10.5828 4.5491 0.106
H 10.0960 10.1383 4.6920 0.118
H 8.6534 9.8627 6.7584 0.081
H 9.0571 8.2029 6.1760 0.072
H 7.4842 8.9486 5.8389 0.060
H 7.4584 8.4972 -0.5777 0.074
H 8.8262 9.1814 0.1468 0.120
H 7.0304 10.8897 1.1711 0.111
H 5.8908 10.2211 0.0578 0.108
H 7.5045 10.7041 -1.7591 0.109
H 8.4221 11.7130 -0.5603 0.115
H 6.2611 13.1835 -0.2876 0.072
H 5.5330 12.2716 -1.5621 0.073
H 7.0272 13.2850 -1.7721 0.076
H 4.8724 8.6189 1.3479 0.097
H 4.9072 7.0810 2.0115 0.101
H 5.4975 7.3441 -1.0300 0.111
H 3.9617 7.3155 -0.3474 0.121
H 3.9979 5.2600 0.6378 0.107
H 5.6675 4.9662 0.2824 0.081
H 3.3972 5.0724 -1.8200 0.075
H 4.3599 3.7793 -1.5839 0.066
H 5.1808 5.2243 -2.2053 0.069
C 17.2922 -3.8441 0.5096 -0.027
C 15.8037 -4.2465 0.4200 -0.243
C 14.9454 -3.1367 -0.2327 -0.169
O 13.5609 -3.4948 -0.0725 -0.208
C 12.5744 -2.5759 -0.4486 -0.097
N 15.4824 -5.5192 -0.4330 0.252
H 14.4746 -5.5537 -0.3766 0.145
H 15.6838 -5.5380 -1.4226 0.174
H 15.8196 -6.4118 -0.1017 0.170
H 17.6976 -3.3802 -0.3896 0.092
H 17.9364 -4.7035 0.6953 0.092
H 17.4679 -3.1141 1.2997 0.100
H 15.4449 -4.3071 1.4474 0.157
H 15.2097 -2.9093 -1.2655 0.140
H 15.1332 -2.2268 0.3373 0.140
H 12.7800 -2.0442 -1.3776 0.093
H 12.4525 -1.8826 0.3836 0.096
H 11.6468 -3.0920 -0.6965 0.094
C 6.1794 0.3846 -5.9332 0.018
C 5.1192 -0.6411 -6.3697 -0.264
O 4.2474 -0.3203 -7.2319 0.137
N 5.1034 -2.0498 -5.7379 0.095
H 5.9741 -2.3207 -5.3037 0.167
H 4.4562 -2.1278 -4.9664 0.176
C 4.8282 -3.1607 -6.7279 0.041
H 6.2753 0.5452 -4.8594 0.087
H 6.1164 1.3989 -6.3274 0.103
H 7.1430 -0.0075 -6.2584 0.095
H 4.5588 -4.0444 -6.1495 0.112
H 5.6856 -3.3663 -7.3689 0.120
H 3.9267 -2.8287 -7.2428 0.109
C 1.3286 -9.4641 -0.7593 0.017
C 1.4358 -9.2539 -2.2732 -0.317
O 2.3002 -8.5115 -2.7433 0.156
N 0.3518 -9.9871 -3.1028 0.099
H 0.2306 -10.9060 -2.7016 0.175
H -0.4790 -9.4418 -2.9225 0.175
C 0.7415 -9.9530 -4.5973 0.062
H 2.0797 -9.0215 -0.1051 0.103
H 1.4851 -10.4883 -0.4206 0.097
H 0.3354 -9.1267 -0.4630 0.096
H 1.6133 -10.5885 -4.7530 0.116
H 0.9131 -8.9011 -4.8258 0.111
H -0.0998 -10.4619 -5.0678 0.111
C 6.5115 -3.2370 7.0846 0.041
C 7.0203 -3.4007 8.5154 -0.357
O 7.4108 -4.4601 8.9490 0.188
N 7.0402 -2.0735 9.3188 0.098
H 6.6182 -1.4002 8.6953 0.156
H 6.2626 -2.1813 9.9542 0.183
C 8.4396 -1.8140 9.8747 0.046
H 6.9464 -2.2702 6.8312 0.090
H 5.4312 -3.1187 7.1689 0.106
H 6.7503 -4.1108 6.4782 0.114
H 9.1781 -1.7126 9.0794 0.114
H 8.7421 -2.6460 10.5106 0.113
H 8.4939 -0.9342 10.5159 0.109
P 1.3656 -7.5155 -10.9383 0.077
F 2.5505 -7.8341 -9.9099 -0.187
F 1.7236 -5.9033 -10.9487 -0.205
F 2.3617 -7.6576 -12.2013 -0.167
F 0.0979 -7.2841 -11.8766 -0.156
F 1.1889 -9.1178 -10.9629 -0.178
F 0.3885 -7.3863 -9.6807 -0.184

***

> Among the records above, which one has the highest charge?

C79H180F12N5O8P5S2